# 1
C22H23N7RhS2 | ωB97M-V with the def2-TZVPD basis set

Computed properties:
Charge   +1
LUMO   -3.437 eV
Kohn-Sham gap   6.7 eV
DFT total energy   -58293.4790 eV
Largest force on an atom   0.0021 Eh/bohr

```
55
C22H23N7RhS2 ωB97M-V with the def2-TZVPD basis set
Rh 0.13 -0.17 -0.61
C 0.37 2.65 0.55
N 0.22 1.26 1.02
C -1.10 1.09 1.69
C -1.52 -0.37 1.70
N -1.60 -0.88 0.31
C -2.85 -0.41 -0.34
C -1.63 -2.35 0.21
C -2.30 -3.12 1.14
C -2.40 -4.49 0.96
C -1.85 -5.08 -0.17
C -1.18 -4.30 -1.11
C -1.05 -2.93 -0.92
S -0.16 -1.92 -2.07
C 1.29 0.89 1.97
C 1.70 1.78 2.96
C 2.67 1.43 3.88
C 3.24 0.16 3.81
C 2.83 -0.73 2.84
C 1.86 -0.38 1.90
S 1.36 -1.57 0.70
H 0.21 3.37 1.36
H -0.38 2.84 -0.22
H 1.36 2.79 0.14
H -1.82 1.70 1.14
H -1.06 1.48 2.71
H -2.50 -0.46 2.19
H -0.80 -0.98 2.25
H -3.71 -0.83 0.19
H -2.85 -0.75 -1.37
H -2.90 0.68 -0.29
H -2.74 -2.67 2.02
H -2.91 -5.10 1.69
H -1.92 -6.14 -0.32
H -0.72 -4.76 -1.97
H 1.25 2.77 3.03
H 2.98 2.13 4.64
H 4.00 -0.13 4.53
H 3.27 -1.72 2.79
N 3.81 0.97 -2.26
C 3.16 0.24 -1.34
N 1.87 0.47 -1.49
C 1.79 1.36 -2.51
N 2.96 1.70 -3.00
C 0.47 1.80 -2.96
C 0.30 2.66 -4.04
N -0.90 3.01 -4.46
C -1.93 2.49 -3.81
C -1.77 1.63 -2.74
N -0.57 1.28 -2.29
H 4.80 1.02 -2.43
H 3.61 -0.43 -0.63
H 1.17 3.05 -4.56
H -2.93 2.76 -4.15
H -2.64 1.21 -2.24
```

# 2
C4H9NO | ωB97M-V with the def2-TZVPD basis set

Computed properties:
Charge   0
LUMO   -0.118 eV
Kohn-Sham gap   8.2 eV
DFT total energy   -7824.9571 eV
Largest force on an atom   0.0635 Eh/bohr

```
15
C4H9NO ωB97M-V with the def2-TZVPD basis set
O 0.08 -2.13 1.06
C -0.06 -0.97 0.75
C 0.89 0.07 0.35
C -0.75 -0.06 -1.17
C -1.01 1.36 -1.70
N 1.00 1.10 1.27
H -0.91 -0.37 1.14
H 1.75 -0.19 -0.26
H -0.17 -0.57 -1.93
H -1.70 -0.55 -1.03
H -0.11 1.74 -2.17
H -1.38 2.00 -0.89
H -1.87 1.39 -2.35
H 0.18 1.03 0.11
H 1.89 1.58 1.07
```

# 3
C18H34BO2 | ωB97M-V with the def2-TZVPD basis set

Computed properties:
Charge   -1
LUMO   2.544 eV
Kohn-Sham gap   6.2 eV
DFT total energy   -23979.2210 eV
Largest force on an atom   0.1870 Eh/bohr

```
55
C18H34BO2 ωB97M-V with the def2-TZVPD basis set
C 6.51 -2.54 1.36
C 5.46 -1.97 0.60
C 4.19 -1.54 -0.40
C 3.79 0.03 -0.16
C 3.16 0.33 1.32
C 1.57 0.75 1.32
C 1.27 2.31 0.90
C -0.10 2.88 1.67
C -1.45 2.00 1.27
C -2.18 2.51 -0.12
C -3.75 1.95 -0.06
C -4.26 1.27 -1.45
C -3.92 -0.32 -1.62
C -4.10 -1.23 -0.27
C -2.61 -1.81 0.14
C -2.45 -3.31 -0.56
C -2.84 -4.46 0.56
C 3.01 0.54 -1.52
O 4.21 0.67 -2.40
B 5.17 1.47 -1.56
O 4.99 0.93 -0.17
H 7.38 -3.25 1.78
H 3.28 -2.23 -0.15
H 4.53 -1.80 -1.51
H 3.84 1.08 1.95
H 3.23 -0.70 1.92
H 1.20 0.64 2.45
H 0.94 -0.04 0.72
H 1.03 2.44 -0.26
H 2.14 3.04 1.26
H -0.31 3.99 1.30
H 0.06 2.96 2.85
H -1.26 0.85 1.16
H -2.26 2.15 2.13
H -1.70 2.09 -1.10
H -2.23 3.70 -0.20
H -3.89 1.30 0.90
H -4.41 2.93 0.11
H -5.40 1.51 -1.65
H -3.67 1.83 -2.33
H -4.71 -0.75 -2.42
H -2.86 -0.52 -2.11
H -4.68 -0.71 0.61
H -4.75 -2.18 -0.58
H -1.74 -1.15 -0.34
H -2.41 -1.88 1.29
H -3.10 -3.45 -1.52
H -1.32 -3.42 -0.91
H -3.24 -3.92 1.53
H -3.68 -5.20 0.22
H -1.88 -5.09 0.82
H 2.42 -0.37 -1.97
H 2.57 1.62 -1.58
H 4.91 2.63 -1.41
H 6.33 1.40 -1.84
```

# 4
C4H12AgClO4 | ωB97M-V with the def2-TZVPD basis set

Computed properties:
Charge   +2
⟨S²⟩   2.010
LUMO (spin up / spin down)   -7.694 / -12.779 eV
Kohn-Sham gap (spin up / spin down)   10.2 / 4.8 eV
DFT total energy   -29031.2999 eV
Spin multiplicity   3
Largest force on an atom   0.0833 Eh/bohr

```
22
C4H12AgClO4 ωB97M-V with the def2-TZVPD basis set
Ag -12.95 15.10 13.48
Cl -13.51 12.84 12.21
C -16.23 15.55 13.34
C -15.63 15.70 11.95
O -14.40 16.37 11.91
O -15.28 14.96 14.25
H -17.07 14.86 13.30
H -16.55 16.51 13.75
H -16.29 16.41 11.47
H -15.60 14.79 11.34
H -14.59 17.24 11.56
H -15.84 14.52 14.89
C -13.76 8.83 11.71
C -12.65 9.05 10.67
O -12.67 10.36 10.06
O -13.46 9.62 12.88
H -13.60 7.79 11.99
H -14.75 8.94 11.28
H -12.69 8.34 9.85
H -11.69 8.95 11.18
H -12.59 10.99 10.78
H -13.56 10.55 12.69
```

# 5
C4H11MnO3 | ωB97M-V with the def2-TZVPD basis set

Computed properties:
Charge   0
⟨S²⟩   12.003
LUMO (spin up / spin down)   0.718 / 0.517 eV
Kohn-Sham gap (spin up / spin down)   6.1 / 9.7 eV
DFT total energy   -41786.3901 eV
Spin multiplicity   7
Largest force on an atom   0.0659 Eh/bohr

```
19
C4H11MnO3 ωB97M-V with the def2-TZVPD basis set
O 1.37 -0.74 -0.92
C 1.91 -1.06 0.33
C 0.92 -0.71 1.42
O 0.49 0.64 1.24
C -0.56 1.02 2.11
Mn 0.44 1.02 -0.83
H 2.88 -0.56 0.53
H 2.12 -2.15 0.41
H 1.35 -0.83 2.43
H 0.02 -1.36 1.31
H -0.24 0.94 3.16
H -0.80 2.07 1.90
H -1.45 0.39 1.95
O -1.05 -0.30 -1.12
H -0.43 -1.20 -1.17
C -2.26 -0.20 -1.84
H -2.88 0.57 -1.36
H -2.08 0.12 -2.88
H -2.80 -1.16 -1.84
```

# 6
C9H10BrN | ωB97M-V with the def2-TZVPD basis set

Computed properties:
Charge   0
LUMO (spin up / spin down)   -0.827 / 0.395 eV
Kohn-Sham gap (spin up / spin down)   6.6 / 8.4 eV
DFT total energy   -81023.2316 eV
Largest force on an atom   0.0253 Eh/bohr

```
21
C9H10BrN ωB97M-V with the def2-TZVPD basis set
C -1.15 -2.63 0.82
C -0.10 -2.93 1.64
C -0.97 -1.29 0.34
C 0.20 -0.87 0.91
C -0.24 1.31 -1.20
C -1.86 -0.51 -0.48
C -1.58 0.63 -1.11
C 0.25 1.99 0.04
C 1.66 2.42 0.19
N 0.71 -1.83 1.70
Br -1.01 2.73 1.20
H -1.96 -3.28 0.56
H 0.13 -3.82 2.19
H -0.28 2.05 -2.01
H 0.52 0.57 -1.48
H -2.87 -0.91 -0.56
H -2.38 1.12 -1.65
H 1.98 2.38 1.24
H 2.31 1.79 -0.41
H 1.78 3.45 -0.14
H 1.55 -1.75 2.25
```